No. 1
14
Properties=species:S:1:pos:R:3:forces:R:3 method="wB97M-V/def2-TZVPD" charge=+1 e_above_lowest_kcal_mol=91.8 e_homo_ev=-15.0
C -2.29079 0.46558 -0.22151 0.177 -2.092 -0.164
C -1.95778 -0.82903 -0.34652 1.098 5.388 0.944
C -1.01394 0.12705 0.34707 0.001 -0.277 5.119
C 1.30475 -0.33304 0.15602 3.013 -3.268 3.559
N 0.26516 0.58578 -0.25322 0.947 0.955 -0.194
O 2.52811 0.06058 -0.39884 1.048 0.192 1.249
H -2.91667 1.33422 -0.31700 -0.383 -0.228 -0.269
H -1.82053 -1.69451 -0.88118 -0.607 -2.108 -0.769
H -0.74698 0.13964 1.67850 -1.051 -0.206 -4.185
H 1.45975 -0.48311 1.35919 -1.058 1.053 -2.769
H 1.05942 -1.39451 -0.13867 -0.194 1.246 -0.226
H 0.62472 1.57435 -0.00540 -1.115 -1.577 -0.623
H 0.23052 0.43542 -1.26859 -0.117 0.800 -0.086
H 3.27426 0.01161 0.29016 -1.758 0.122 -1.585

No. 2
14
Properties=species:S:1:pos:R:3:forces:R:3 method="wB97M-V/def2-TZVPD" charge=+1 e_above_lowest_kcal_mol=41.9 smiles="C=[N+]=C(O)CC" e_homo_ev=-16.1
C -1.92137 0.65530 -1.09134 -0.443 1.630 -0.042
N -1.19146 -0.12672 -0.45019 0.210 1.404 -1.374
C -0.27417 -0.78980 0.09613 -2.794 -4.197 1.873
O -0.65345 -2.06294 0.54172 1.583 1.283 -0.120
C 1.08560 -0.43241 0.52432 -1.657 0.002 -1.172
C 1.42512 1.01266 0.44204 1.501 1.163 -1.268
H -2.44007 1.48818 -0.60033 -0.092 -0.594 0.633
H -2.10463 0.77254 -2.17097 0.720 -1.124 0.106
H -1.42585 -2.59196 0.24120 0.305 1.295 -0.362
H 1.60624 -1.04631 -0.12589 1.762 -0.889 -2.248
H 1.29711 -1.09763 1.33311 -0.156 0.512 1.738
H 2.39067 1.12659 0.95949 -0.401 0.391 -0.283
H 0.68201 1.60174 0.92457 -0.457 0.542 0.719
H 1.52426 1.49073 -0.62385 -0.079 -1.419 1.800

No. 3
14
Properties=species:S:1:pos:R:3:forces:R:3 method="wB97M-V/def2-TZVPD" charge=+1 e_above_lowest_kcal_mol=55.2 smiles="C=C[C@@H]1[NH2+][C@H]1O" e_homo_ev=-14.7
C 1.19238 -2.03137 0.20093 -2.228 1.155 0.279
C 0.85761 -1.02458 -0.59369 -3.470 1.369 2.039
C -0.49412 -0.09168 -0.37010 1.683 -1.828 0.609
N -0.53768 1.31078 -0.83031 1.294 0.603 -0.529
C -0.33131 1.02835 0.66005 0.733 -0.523 -0.375
O -1.27073 1.65495 1.41601 -1.501 -2.575 1.665
H 2.11117 -2.43293 -0.00669 2.064 -1.370 -0.408
H 0.61304 -2.47686 1.01479 0.128 0.498 -0.232
H 1.44740 -0.76654 -1.39665 1.293 0.738 -1.667
H -1.38897 -0.62514 -0.66570 -0.308 0.112 0.730
H 0.24743 1.62229 -1.40670 -0.197 0.185 0.240
H -1.44252 1.73382 -1.11022 0.614 -0.517 0.442
H 0.74399 1.12846 1.03566 -1.510 0.094 -0.900
H -1.74769 0.97043 2.05262 1.405 2.061 -1.893

No. 4
14
Properties=species:S:1:pos:R:3:forces:R:3 method="wB97M-V/def2-TZVPD" charge=+1 e_above_lowest_kcal_mol=48.8 e_homo_ev=-11.9
C -1.04034 0.73855 -0.32705 0.105 -0.642 0.223
C -2.28436 0.50212 -0.59842 -0.223 1.130 -0.614
C 2.75040 -0.49796 0.35343 2.311 -1.782 1.727
C -3.13941 -0.53726 0.14563 0.181 0.030 -0.529
N 3.62543 0.39678 0.11683 0.541 -1.448 0.868
O 0.10220 0.84934 -0.08442 0.330 0.227 0.009
H -2.65161 1.26263 -1.36017 0.016 -1.281 1.003
H 2.96687 -1.42913 0.97051 0.310 1.525 -0.707
H -4.06178 0.02187 0.42494 0.873 -0.537 1.030
H -2.48928 -1.12404 0.97301 -2.096 1.431 -1.966
H -3.59218 -1.15815 -0.66444 0.849 -0.386 0.842
H 4.57103 0.25588 0.49971 -0.456 0.395 -0.314
H 1.78972 -0.47689 0.01139 -2.485 0.770 -1.256
H 3.45330 1.19625 -0.46098 -0.256 0.569 -0.316

No. 5
14
Properties=species:S:1:pos:R:3:forces:R:3 method="wB97M-V/def2-TZVPD" charge=+1 e_above_lowest_kcal_mol=86.5 e_homo_ev=-15.4
C 0.10646 -0.93470 -0.45508 -1.305 -2.171 3.242
C 0.46458 -1.05588 1.11463 0.898 -1.086 -2.725
C 0.00588 0.24370 1.68534 -1.402 -1.759 0.243
C -0.35733 1.03674 -1.94351 1.146 2.339 0.310
N -0.13736 0.23906 -0.79604 0.492 -0.118 3.423
O -0.11689 1.13233 0.67404 0.513 1.071 -4.389
H -0.21808 -1.97836 -0.79690 1.083 1.835 -1.017
H 0.08196 -1.98074 1.55326 -0.169 0.279 -0.055
H 1.56228 -1.14326 1.10722 -0.158 -0.078 0.015
H -1.00341 0.06332 2.09766 0.652 0.410 0.686
H 0.83989 0.51081 2.30916 -0.174 0.775 0.895
H -0.19865 0.48884 -2.86647 0.289 -0.076 0.088
H 0.32283 1.96960 -1.79978 -0.933 -1.703 -0.617
H -1.35216 1.40854 -1.88354 -0.932 0.282 -0.097

No. 6
14
Properties=species:S:1:pos:R:3:forces:R:3 method="wB97M-V/def2-TZVPD" charge=+1 e_above_lowest_kcal_mol=69.0 s_squared=2.012 e_homo_ev="-11.7 / -15.3" spin_multiplicity=3
C -2.80537 0.89826 0.02648 0.088 1.917 -0.151
C -0.21370 -0.78572 0.01552 -0.562 0.080 -0.311
C -1.94771 -1.29679 0.04092 7.213 0.460 1.297
C 2.06255 0.13265 -0.31182 -1.049 1.383 -0.041
N 1.21754 -0.83045 0.34625 -6.362 -1.611 -0.111
O -2.84008 -0.40839 -0.05518 -1.675 -2.822 -0.696
H -1.89008 1.33441 0.23923 1.529 0.806 0.511
H -3.61312 1.45403 -0.38415 -0.657 -0.113 -0.098
H -0.36626 -0.11396 -0.81741 0.501 0.584 0.098
H 1.54033 -1.42356 1.11056 -0.128 0.275 -0.362
H -2.09357 -2.35487 0.09669 -0.887 -0.246 0.122
H 3.03808 -0.34464 -0.41159 -0.054 0.422 -0.567
H 1.47845 0.41228 -1.27367 1.811 -0.319 1.408
H 2.12190 1.02993 0.38255 0.231 -0.816 -1.099